Arrangement A

The following is a quantum chemistry calculation of an isolated ion of composition C3H8N3S and charge +1, from OMol25.

Positions of all 15 atoms, in Å:
S1 -2.553 -0.055 -0.373
N1 -1.723 1.572 -0.170
N2 1.659 0.356 -0.059
N3 -2.975 -0.569 0.998
C1 0.066 0.059 0.106
C2 -0.879 -0.745 -0.656
C3 -0.530 1.475 -0.044
H1 0.020 2.386 0.186
H2 -4.043 -0.634 1.170
H3 -0.808 -1.888 -0.452
H4 1.700 0.645 -1.013
H5 2.223 -0.518 0.037
H6 1.827 1.258 0.503
H7 0.107 -0.177 1.159
H8 -0.855 -0.715 -1.696

The net charge is +1.

Arrangement B

The following is a quantum chemistry calculation of C3H8N3S as an isolated structure, from OMol25.

Positions of all 15 atoms, in Å:
S1 -4.352 0.350 -0.146
N1 0.811 0.644 -0.151
N2 -1.931 -0.581 -0.174
N3 0.342 -0.611 -0.381
C1 -2.961 -0.331 0.494
C2 2.172 0.643 0.390
C3 -0.843 -1.248 -0.453
H1 1.174 -1.211 -0.582
H2 -0.756 -2.266 -0.855
H3 2.497 1.613 0.001
H4 0.155 1.359 0.242
H5 -4.243 0.145 -1.480
H6 -2.732 -0.119 1.819
H7 2.808 -0.133 -0.017
H8 2.208 0.560 1.483

The net charge is +1.

Arrangement C

The following is a quantum chemistry calculation of an isolated ion of composition C3H8N3S and charge +1, from OMol25.

Positions of all 15 atoms, in Å:
S1 1.289 1.424 0.721
N1 0.019 -0.729 -0.601
N2 2.320 -0.471 -0.594
N3 -2.184 -1.004 -0.782
C1 1.160 -0.122 -0.167
C2 -0.346 1.647 1.619
C3 -1.311 -0.464 -0.039
H1 -0.989 1.700 0.764
H2 0.233 -1.408 -1.355
H3 -3.132 -1.237 -0.574
H4 2.361 -1.169 -1.428
H5 3.222 -0.042 -0.203
H6 -0.161 2.518 2.248
H7 -0.693 0.716 2.076
H8 -1.788 -1.360 -1.682

The net charge is +1.

Arrangement D

The following is a quantum chemistry calculation of an isolated ion of composition C3H8N3S and charge +1, from OMol25.

Positions of all 15 atoms, in Å:
S1 -2.233 -0.490 -2.419
N1 0.159 -0.320 -0.266
N2 -0.947 0.485 -2.240
N3 -1.190 -1.756 1.038
C1 0.296 0.034 -1.776
C2 -0.829 -1.108 -0.009
C3 0.427 0.799 0.820
H1 -0.752 -1.842 1.895
H2 -1.304 1.421 -2.021
H3 -0.317 1.630 0.470
H4 0.542 -0.958 -2.051
H5 -2.034 -2.228 0.873
H6 1.424 1.136 0.654
H7 0.172 0.476 1.847
H8 1.005 0.695 -2.014

The SMILES is C[N+](=C=[NH2+])CN[S-]. The net charge is +1.

According to the calculations, the structures order from most to least stable as arrangement C, arrangement B, arrangement D, arrangement A.

Arrangement A

The following is a quantum chemistry calculation of C4H13N2O2 as an isolated structure, from OMol25.

Positions of all 21 atoms, in Å:
O1 0.158 -3.184 -0.021
O2 0.058 -1.830 2.062
N1 0.213 0.057 -2.527
N2 -0.081 2.379 0.223
C1 0.240 -0.444 1.839
C2 0.254 0.925 -0.188
C3 -0.566 -0.137 0.600
C4 -0.318 1.084 -1.569
H1 1.224 -0.093 -2.339
H2 -0.332 -0.719 -2.361
H3 -0.887 -0.988 0.056
H4 -1.379 1.173 -1.549
H5 1.396 -0.387 1.684
H6 -1.527 0.190 1.037
H7 0.018 1.936 -2.095
H8 0.028 -2.586 1.099
H9 0.102 -4.061 -0.006
H10 0.070 0.188 2.695
H11 0.603 3.214 0.352
H12 -0.660 2.467 1.057
H13 1.385 0.813 -0.047

The net charge is -1.

Arrangement B

The following is a quantum chemistry calculation of a 2-piece molecular cluster, C4H13N2O2 overall, from OMol25.

Positions of all 21 atoms, in Å:
O1 0.630 1.591 -0.914
O2 1.132 3.781 -2.236
N1 -0.919 -1.710 1.894
N2 1.260 -2.569 -0.124
C1 -0.819 0.491 0.713
C2 -0.645 1.197 -0.659
C3 -0.529 -1.000 0.665
C4 0.958 -1.234 0.387
H1 0.947 2.972 -1.646
H2 -1.857 0.646 1.012
H3 -0.125 1.042 1.350
H4 -1.372 2.046 -0.645
H5 0.410 3.719 -2.866
H6 -0.277 -1.526 2.652
H7 1.502 -1.043 1.325
H8 -1.128 -1.416 -0.158
H9 -1.879 -1.587 2.186
H10 1.196 -0.386 -0.250
H11 2.073 -2.499 -0.715
H12 0.440 -2.987 -0.532
H13 -0.997 0.472 -1.439

The net charge is -1.

According to the calculations, the structures order from most to least stable as arrangement B, arrangement A.

Arrangement A

The following is a quantum chemistry calculation of a 10-piece molecular cluster, C13H46O10 overall, from OMol25.

Positions of all 69 atoms, in Å:
O1 1.019 -3.680 -0.575
O2 3.474 -2.537 0.224
O3 -5.079 4.855 -1.112
O4 -1.573 -4.276 0.549
O5 -2.664 0.676 1.753
O6 1.539 -0.216 4.231
O7 -1.776 0.788 -0.856
O8 -2.270 2.225 -3.295
O9 4.439 0.094 0.352
O10 0.710 -0.820 -4.305
C1 -1.787 -3.168 1.329
C2 4.273 -3.224 1.188
C3 0.994 -3.580 -1.953
C4 4.196 1.494 0.514
C5 0.437 0.206 -0.202
C6 -0.703 -0.060 -1.172
C7 -2.691 1.149 -4.068
C8 2.491 -0.358 3.225
C9 -4.029 4.973 -0.219
C10 1.997 -0.417 -3.988
C11 -1.747 1.676 3.765
C12 -2.098 0.371 3.014
C13 -3.539 3.564 0.036
H1 1.941 -0.107 -2.944
H2 1.840 -3.279 -0.279
H3 -0.859 -4.166 -0.083
H4 0.207 -2.893 -2.263
H5 -2.090 0.609 0.033
H6 5.105 -0.103 1.014
H7 2.223 0.308 2.405
H8 -0.843 -2.958 1.832
H9 1.217 -0.537 -0.370
H10 0.898 1.181 -0.355
H11 2.213 0.409 -4.665
H12 -1.897 -2.300 0.678
H13 -3.325 3.064 -0.909
H14 2.478 -1.378 2.840
H15 0.618 -0.976 -5.247
H16 2.755 -1.192 -4.092
H17 1.840 0.503 4.791
H18 -2.560 -3.410 2.058
H19 -0.976 1.472 4.508
H20 4.828 2.068 -0.163
H21 4.737 -2.462 1.814
H22 -3.300 5.634 -0.688
H23 -0.331 0.205 -2.161
H24 -4.274 3.015 0.625
H25 4.393 1.827 1.533
H26 0.821 -4.614 -2.249
H27 5.023 -3.893 0.766
H28 -4.645 4.600 -1.930
H29 -2.788 -0.218 3.617
H30 3.142 1.651 0.281
H31 3.578 -3.795 1.805
H32 1.968 -3.270 -2.332
H33 3.769 -1.624 0.231
H34 0.205 0.048 0.852
H35 -1.855 0.466 -4.222
H36 -2.016 1.845 -2.450
H37 -3.461 0.515 -3.627
H38 -4.260 5.473 0.721
H39 3.518 -0.176 3.542
H40 -2.548 2.133 4.344
H41 -3.591 0.458 1.874
H42 -1.323 2.464 3.142
H43 -1.234 -0.294 3.023
H44 -2.597 3.565 0.584
H45 -1.172 -1.041 -1.240
H46 -2.989 1.435 -5.076

The SMILES is CCO.CCO.CCO.CO.CO.CO.CO.CO.CO.CO. The net charge is 0.

Arrangement B

The following is a quantum chemistry calculation of a 10-piece molecular cluster, C13H46O10 overall, from OMol25.

Positions of all 69 atoms, in Å:
O1 1.067 2.535 -1.833
O2 -3.391 -0.379 0.081
O3 4.303 0.922 2.788
O4 -0.374 -3.693 -2.043
O5 0.028 -0.674 4.212
O6 -3.351 3.975 -0.566
O7 1.325 0.053 -0.588
O8 -2.587 -2.144 -1.841
O9 3.837 0.027 -1.850
O10 -1.949 -1.624 2.214
C1 -3.016 -1.790 -3.156
C2 1.270 -1.297 3.982
C3 -4.641 0.186 -0.190
C4 -1.634 3.369 1.034
C5 -2.032 -3.022 2.022
C6 2.186 1.925 2.288
C7 0.968 -3.346 -1.932
C8 1.225 -2.273 -3.053
C9 2.073 3.531 -1.861
C10 0.090 -0.227 0.042
C11 4.630 -1.039 -1.357
C12 3.311 0.984 1.801
C13 -3.027 4.030 0.778
H1 -1.750 2.420 0.512
H2 -3.815 3.461 1.274
H3 4.585 -1.141 -0.272
H4 -3.608 -0.882 -3.277
H5 -0.597 -1.114 3.629
H6 -0.487 -0.848 -0.644
H7 0.260 3.021 -2.016
H8 0.886 -2.631 -4.025
H9 -1.490 -3.163 1.085
H10 0.350 -0.839 0.906
H11 1.717 4.414 -1.330
H12 2.281 -2.004 -3.033
H13 1.285 1.606 1.764
H14 -4.724 1.194 0.217
H15 2.061 1.818 3.365
H16 -3.177 -0.982 -0.639
H17 -0.460 0.629 0.433
H18 3.031 3.187 -1.472
H19 1.276 0.894 -1.054
H20 1.287 -2.211 4.578
H21 -1.720 -2.561 -1.880
H22 -4.280 4.200 -0.658
H23 -1.547 -3.588 2.816
H24 -0.733 3.919 0.761
H25 1.599 -4.226 -2.064
H26 1.452 -1.535 2.933
H27 2.243 3.857 -2.888
H28 -1.462 3.196 2.096
H29 1.099 -2.984 -0.912
H30 -0.614 -4.397 -1.435
H31 5.683 -0.939 -1.618
H32 -5.451 -0.469 0.134
H33 0.692 -1.356 -2.801
H34 -2.999 5.055 1.149
H35 3.028 -0.057 1.647
H36 4.243 -1.944 -1.826
H37 3.004 -0.028 -1.373
H38 -3.664 -2.567 -3.564
H39 4.709 1.786 2.894
H40 2.140 -0.708 4.273
H41 3.677 1.358 0.843
H42 -3.083 -3.258 1.853
H43 -4.907 0.337 -1.238
H44 2.383 2.974 2.066
H45 -2.152 -1.766 -3.820
H46 -2.565 -1.161 1.639

The SMILES is CCO.CCO.CCO.CO.CO.CO.CO.CO.CO.CO. The net charge is 0.

According to the calculations, the structures order from most to least stable as arrangement B, arrangement A.